Formula: C55H52BrN17O3SV
Source: the OMol25 dataset
Level of theory: ωB97M-V/def2-TZVPD

Summary:
- spin multiplicity = 4
- highest occupied orbital energy (alpha / beta) (eV) = -6.3271 / -7.5715
- frontier orbital gap (alpha / beta) (eV) = 6.173 / 7.414
- LUMO level (alpha / beta) (eV) = -0.154 / -0.158
- maximum force (eV/A) = 0.55
- ΔE to the lowest compared entry with this formula, charge and spin (eV) = 1.455

Element x y z (Å)
V1 0.29 0.20 1.53
N1 -1.16 -1.10 9.00
C1 -0.97 -1.49 7.68
C2 0.16 -1.08 6.98
C3 0.37 -1.50 5.68
C4 -0.54 -2.34 5.07
C5 -1.68 -2.75 5.75
C6 -1.89 -2.33 7.05
S1 -0.28 -2.85 3.40
O1 1.13 -3.10 3.25
O2 -1.21 -3.91 3.11
N2 -0.58 -1.54 2.49
C7 -1.84 -1.05 2.39
N3 -1.85 0.04 1.57
C8 -3.03 0.57 1.26
C9 -4.21 0.08 1.81
C10 -4.07 -0.96 2.72
N4 -2.91 -1.52 3.02
H1 -0.66 -0.29 9.31
H2 -2.08 -1.19 9.37
H3 0.88 -0.41 7.45
H4 1.25 -1.18 5.14
H5 -2.39 -3.40 5.25
H6 -2.78 -2.64 7.58
H7 -3.00 1.42 0.59
H8 -5.17 0.51 1.56
H9 -4.94 -1.35 3.24
C11 -0.32 2.40 5.38
C12 0.50 3.51 5.19
C13 1.16 3.67 3.99
C14 1.00 2.70 2.99
C15 0.23 1.52 3.16
C16 -0.44 1.44 4.39
C17 1.60 2.89 1.65
C18 2.45 3.92 1.25
C19 2.99 3.90 -0.03
C20 2.67 2.90 -0.96
C21 3.40 2.91 -2.27
C22 3.28 2.18 -3.40
C23 2.29 1.07 -3.42
C24 1.24 0.90 -1.37
C25 1.72 1.98 -0.48
N5 1.26 1.95 0.76
H10 -0.86 2.29 6.31
H11 0.61 4.25 5.98
H12 1.78 4.54 3.83
H13 -1.08 0.59 4.59
H14 2.72 4.71 1.94
H15 3.70 4.67 -0.31
H16 4.18 3.66 -2.28
H17 3.96 2.38 -4.22
H18 0.78 -0.02 -4.17
H19 0.17 -0.83 -1.61
C26 -3.69 -1.86 -5.79
N6 -3.33 -1.06 -4.63
C27 -2.26 -0.27 -4.46
N7 -2.11 0.06 -3.19
C28 -3.14 -0.61 -2.60
N8 -3.90 -1.30 -3.43
C29 -3.34 -3.31 -5.58
C30 -4.32 -4.29 -5.64
C31 -4.00 -5.62 -5.40
C32 -2.70 -5.97 -5.07
C33 -1.72 -4.98 -4.99
C34 -2.04 -3.66 -5.25
C35 -0.38 -5.35 -4.58
N9 0.12 -6.53 -4.46
N10 1.43 -6.36 -4.04
C36 1.61 -5.09 -3.93
O3 0.50 -4.38 -4.25
C37 2.81 -4.37 -3.54
C38 3.97 -5.09 -3.27
C39 5.13 -4.41 -2.95
C40 5.13 -3.02 -2.87
C41 3.96 -2.30 -3.11
C42 3.98 -0.78 -3.02
N11 2.65 -0.23 -2.82
C43 2.21 -0.20 -1.46
N12 0.83 -0.43 -0.95
C44 1.05 1.48 -2.74
N13 1.01 0.97 -4.11
C45 2.81 -2.98 -3.45
H20 -3.13 -1.44 -6.63
H21 -4.75 -1.75 -5.99
H22 -1.64 0.06 -5.29
H23 -3.33 -0.58 -1.55
H24 -5.34 -4.01 -5.86
H25 -4.76 -6.38 -5.45
H26 -2.43 -7.00 -4.87
H27 -1.27 -2.90 -5.19
H28 3.95 -6.17 -3.34
H29 6.04 -4.96 -2.74
H30 6.04 -2.50 -2.60
H31 4.43 -0.35 -3.92
H32 4.65 -0.50 -2.19
H33 2.97 -0.37 -0.71
H34 0.80 2.53 -2.72
H35 1.90 -2.43 -3.64
Br1 3.74 -4.15 0.25
C46 3.57 -2.54 1.22
C47 4.62 -2.03 1.97
C48 4.43 -0.83 2.62
C49 3.23 -0.17 2.48
N14 2.22 -0.66 1.75
C50 2.38 -1.84 1.16
H36 5.56 -2.57 2.03
H37 5.21 -0.40 3.24
H38 3.03 0.78 2.97
H39 1.54 -2.25 0.62
C51 -2.46 4.10 2.50
N15 -2.31 4.98 1.35
C52 -1.56 6.18 1.70
C53 -1.92 4.38 0.15
N16 -1.41 3.20 0.14
N17 -2.10 5.19 -0.95
C54 -3.17 6.17 -1.02
C55 -1.53 4.80 -2.22
H40 -3.09 4.60 3.23
H41 -1.51 3.85 2.96
H42 -2.94 3.18 2.20
H43 -0.57 5.92 2.11
H44 -2.10 6.75 2.45
H45 -1.42 6.81 0.82
H46 -1.29 2.85 -0.81
H47 -3.73 6.16 -0.09
H48 -3.85 5.93 -1.85
H49 -2.77 7.18 -1.19
H50 -2.13 4.06 -2.76
H51 -0.53 4.39 -2.06
H52 -1.42 5.69 -2.85

Löwdin population analysis, charges in e, atoms 1 to 8: 0.73, 0.10, -0.33, -0.04, -0.07, -0.30, -0.06, -0.03

---

Formula: C55H52N4O2P2PbS
Source: the OMol25 dataset
Level of theory: ωB97M-V/def2-TZVPD

Summary:
- spin multiplicity = 1
- highest occupied orbital energy (alpha / beta) (eV) = -11.1477 / -11.1477
- frontier orbital gap (alpha / beta) (eV) = 2.937 / 2.935
- total charge = +2
- LUMO level (alpha / beta) (eV) = -8.211 / -8.213
- maximum force (eV/A) = 2.36
- ΔE to the lowest compared entry with this formula, charge and spin (eV) = 2.259

Element x y z (Å)
Pb1 -1.28 -0.29 0.64
C1 -4.19 -2.49 0.47
N1 -2.97 -2.24 -0.30
C2 -3.34 -1.90 -1.67
C3 -2.18 -3.45 -0.20
C4 -2.48 -4.53 -1.01
C5 -1.81 -5.74 -0.88
C6 -0.83 -5.85 0.09
C7 -0.54 -4.79 0.92
C8 -1.20 -3.55 0.82
N2 -1.02 -2.44 1.60
C9 -0.57 -2.38 2.90
C10 0.28 -3.30 3.53
C11 0.57 -3.24 4.88
C12 0.05 -2.23 5.66
C13 -0.73 -1.25 5.06
C14 -1.02 -1.29 3.71
N3 -1.89 -0.27 3.13
C15 -1.65 1.08 3.65
C16 -3.27 -0.65 3.44
H1 -4.74 -3.35 0.06
H2 -4.85 -1.62 0.43
H3 -3.94 -2.73 1.50
H4 -4.16 -2.52 -2.05
H5 -2.48 -1.99 -2.33
H6 -3.69 -0.86 -1.69
H7 -3.25 -4.45 -1.75
H8 -2.07 -6.57 -1.51
H9 -0.29 -6.78 0.20
H10 0.24 -4.96 1.64
H11 0.77 -4.07 2.97
H12 1.21 -3.99 5.32
H13 0.26 -2.18 6.71
H14 -1.09 -0.45 5.67
H15 -1.99 1.18 4.69
H16 -2.21 1.79 3.04
H17 -0.59 1.31 3.60
H18 -3.41 -0.76 4.52
H19 -3.50 -1.61 2.98
H20 -3.96 0.11 3.08
C17 4.55 1.45 -3.91
C18 3.96 2.55 -3.01
C19 4.75 3.85 -3.20
C20 4.03 2.07 -1.57
C21 5.21 2.14 -0.84
C22 5.30 1.64 0.45
C23 4.21 1.03 1.03
C24 3.01 0.93 0.33
P1 1.58 0.09 1.13
C25 2.30 -1.58 1.28
C26 3.27 -1.93 2.22
C27 3.80 -3.21 2.21
C28 3.39 -4.13 1.27
C29 2.45 -3.78 0.32
C30 1.91 -2.51 0.32
C31 1.74 0.92 2.76
C32 1.78 0.24 3.97
C33 1.89 0.95 5.15
C34 1.93 2.33 5.14
C35 1.87 3.01 3.93
C36 1.77 2.31 2.75
C37 2.93 1.46 -0.96
O1 1.71 1.35 -1.57
C38 1.50 2.08 -2.70
C39 0.16 2.15 -3.10
C40 -0.19 2.85 -4.24
C41 0.80 3.51 -4.95
C42 2.12 3.45 -4.53
C43 2.50 2.73 -3.41
P2 -1.06 1.22 -2.10
C44 -2.05 2.57 -1.43
C45 -3.43 2.35 -0.90
C46 -4.09 3.60 -0.37
C47 -3.43 4.77 -0.24
C48 -2.07 4.87 -0.62
C49 -1.43 3.79 -1.20
C50 -1.93 0.41 -3.49
C51 -1.21 -0.65 -4.05
C52 -1.72 -1.36 -5.12
C53 -2.97 -1.04 -5.62
C54 -3.68 0.02 -5.08
C55 -3.16 0.75 -4.03
H21 5.60 1.28 -3.65
H22 4.49 1.74 -4.95
H23 4.01 0.51 -3.78
H24 5.79 3.71 -2.95
H25 4.34 4.65 -2.59
H26 4.73 4.16 -4.25
H27 6.08 2.60 -1.27
H28 6.22 1.71 0.99
H29 4.28 0.64 2.03
H30 3.62 -1.22 2.95
H31 4.55 -3.47 2.94
H32 3.81 -5.13 1.27
H33 2.14 -4.49 -0.43
H34 1.17 -2.22 -0.42
H35 1.72 -0.84 3.99
H36 1.95 0.42 6.09
H37 2.01 2.88 6.06
H38 1.92 4.09 3.91
H39 1.71 2.84 1.80
H40 -1.21 2.88 -4.57
H41 0.54 4.06 -5.84
H42 2.86 3.97 -5.11
H43 -4.09 1.98 -1.71
H44 -5.13 3.50 -0.10
H45 -3.93 5.64 0.16
H46 -1.55 5.80 -0.50
H47 -0.41 3.93 -1.55
H48 -0.23 -0.90 -3.66
H49 -1.16 -2.18 -5.54
H50 -3.39 -1.61 -6.44
H51 -4.64 0.30 -5.49
H52 -3.71 1.61 -3.66
O2 -5.96 1.17 -0.14
S1 -4.82 0.76 0.65
N4 -3.48 1.35 0.17

Löwdin population analysis, charges in e, atoms 1 to 8: 1.28, -0.07, -0.28, -0.10, -0.23, -0.04, -0.07, -0.07

---

Formula: C55H54BBr2F8N2O2
Source: the OMol25 dataset
Level of theory: ωB97M-V/def2-TZVPD

Summary:
- spin multiplicity = 1
- highest occupied orbital energy (eV) = -5.3392
- frontier orbital gap (eV) = 7.146
- total charge = -1
- LUMO level (eV) = 1.807
- maximum force (eV/A) = 1.08

Element x y z (Å)
C1 -0.69 2.38 1.22
C2 0.26 3.48 1.57
Br1 0.24 3.89 3.47
C3 1.04 4.12 0.69
Br2 2.24 5.48 1.35
B1 1.05 3.79 -0.94
N1 -0.38 3.90 -1.46
C4 1.82 2.41 -1.28
C5 1.59 1.86 -2.70
C6 0.25 1.14 -2.81
C7 2.67 0.80 -3.00
O1 1.95 4.87 -1.63
N2 1.36 6.04 -1.81
O2 1.91 6.71 -2.65
H1 -0.16 1.61 0.66
H2 -1.16 1.95 2.10
H3 -1.48 2.74 0.56
H4 -0.44 4.01 -2.46
H5 -0.92 4.60 -0.98
H6 1.58 1.59 -0.59
H7 2.89 2.59 -1.17
H8 1.67 2.66 -3.44
H9 0.21 0.51 -3.69
H10 0.12 0.55 -1.90
H11 -0.59 1.83 -2.87
H12 2.31 -0.15 -2.60
H13 2.77 0.64 -4.08
H14 3.62 1.03 -2.53
F1 -3.65 6.58 4.02
C8 -2.69 7.52 4.12
C9 -3.07 8.83 4.37
C10 -2.08 9.80 4.47
C11 -0.74 9.45 4.32
C12 -0.39 8.14 4.06
C13 -1.37 7.16 3.96
H15 -4.11 9.07 4.48
H16 -2.36 10.82 4.68
H17 0.02 10.21 4.40
H18 0.65 7.86 3.93
H19 -1.10 6.12 3.77
F2 0.44 -2.03 -0.78
C14 -0.77 -2.26 -0.25
C15 -1.75 -1.29 -0.35
C16 -3.00 -1.54 0.20
C17 -3.25 -2.74 0.84
C18 -2.26 -3.70 0.94
C19 -1.01 -3.47 0.38
H20 -1.53 -0.36 -0.85
H21 -3.78 -0.79 0.12
H22 -4.23 -2.93 1.27
H23 -2.45 -4.64 1.44
H24 -0.22 -4.21 0.44
F3 7.79 9.67 -0.94
C20 6.44 9.72 -1.08
C21 5.81 8.74 -1.81
C22 4.43 8.79 -1.95
C23 3.71 9.81 -1.35
C24 4.36 10.79 -0.62
C25 5.74 10.75 -0.47
H25 6.39 7.96 -2.28
H26 3.91 8.02 -2.51
H27 2.63 9.84 -1.46
H28 3.80 11.59 -0.15
H29 6.28 11.49 0.10
F4 -5.08 -2.59 -1.65
C26 -5.41 -3.85 -1.96
C27 -4.46 -4.84 -1.77
C28 -4.77 -6.15 -2.08
C29 -6.03 -6.45 -2.59
C30 -6.97 -5.45 -2.77
C31 -6.66 -4.13 -2.45
H30 -3.48 -4.57 -1.38
H31 -4.04 -6.92 -1.93
H32 -6.28 -7.48 -2.84
H33 -7.95 -5.69 -3.17
H34 -7.38 -3.34 -2.58
F5 7.11 3.41 0.08
C32 7.78 4.49 0.52
C33 8.65 4.35 1.58
C34 9.35 5.46 2.03
C35 9.17 6.69 1.41
C36 8.29 6.82 0.34
C37 7.59 5.71 -0.11
H35 8.77 3.38 2.05
H36 10.04 5.37 2.86
H37 9.71 7.56 1.77
H38 8.15 7.78 -0.13
H39 6.90 5.77 -0.94
F6 -3.96 -6.75 2.69
C38 -4.03 -6.35 3.98
C39 -3.86 -7.28 4.98
C40 -3.92 -6.86 6.30
C41 -4.15 -5.52 6.60
C42 -4.32 -4.60 5.57
C43 -4.25 -5.02 4.25
H40 -3.69 -8.32 4.73
H41 -3.79 -7.57 7.10
H42 -4.20 -5.19 7.63
H43 -4.50 -3.56 5.80
H44 -4.37 -4.31 3.43
F7 -1.82 -6.60 -1.96
C44 -0.92 -6.15 -2.87
C45 -1.16 -4.95 -3.50
C46 -0.23 -4.49 -4.43
C47 0.91 -5.23 -4.70
C48 1.12 -6.44 -4.05
C49 0.20 -6.90 -3.12
H45 -2.06 -4.38 -3.28
H46 -0.40 -3.54 -4.93
H47 1.63 -4.87 -5.42
H48 2.01 -7.02 -4.27
H49 0.36 -7.84 -2.60
F8 0.31 -10.32 -1.68
C50 -0.93 -10.62 -1.22
C51 -1.95 -9.72 -1.43
C52 -3.22 -10.02 -0.95
C53 -3.44 -11.21 -0.27
C54 -2.39 -12.10 -0.07
C55 -1.12 -11.81 -0.55
H50 -1.76 -8.79 -1.95
H51 -4.03 -9.33 -1.11
H52 -4.43 -11.45 0.10
H53 -2.56 -13.03 0.46
H54 -0.29 -12.49 -0.41

Löwdin population analysis, charges in e, atoms 1 to 8: -0.15, -0.74, 0.67, -0.55, 0.66, -0.85, 0.11, -0.10